Computed, not measured: C6H13CeO3 as an isolated structure at a distorted geometry, with ωB97M-V with the def2-TZVPD basis set.

Geometry (Å):
C1 0.928 -2.063 -0.660
O1 1.345 -0.750 -0.894
C2 0.702 1.509 -1.354
H1 0.532 -0.165 -2.702
H2 0.960 -1.769 1.472
Ce1 -1.666 0.352 -0.674
H3 1.698 1.682 -0.915
C3 0.302 -2.216 0.707
H4 -1.405 -2.212 2.677
H5 -0.759 -0.521 2.510
H6 0.227 -2.407 -1.445
H7 0.179 -3.289 0.931
C4 -0.202 3.301 0.036
H8 -2.426 -0.908 2.003
H9 -1.041 3.502 0.709
O2 -0.976 -1.598 0.754
O3 -0.290 1.949 -0.374
C5 0.413 0.056 -1.630
H10 0.746 3.469 0.567
C6 -1.403 -1.296 2.067
H11 -0.256 3.968 -0.837
H12 0.587 2.138 -2.250
H13 1.805 -2.732 -0.698

Results
**Total charge**: +2
**Multiplicity**: 2
**Electronic energy**: -936.550971 Ha

=====

Computed, not measured: C26H46Br2F6INO10P2S3 as an isolated structure at a distorted geometry, with ωB97M-V with the def2-TZVPD basis set.

Geometry (Å):
H1 -4.331 1.181 -3.658
C1 -2.119 -0.599 1.266
H2 7.467 3.610 2.333
H3 3.803 2.692 2.984
C2 4.390 -5.240 -0.100
H4 2.480 -4.522 -2.421
C3 -3.348 0.782 -3.398
H5 1.280 -3.210 0.292
C4 3.968 1.979 0.928
H6 0.847 0.372 -1.550
H7 -2.694 0.692 -5.458
H8 0.861 -0.187 5.847
C5 -7.847 -1.776 -3.549
H9 4.649 -6.342 0.275
Br1 -0.994 4.751 1.491
H10 -1.703 -0.237 -4.325
S1 0.029 1.682 0.513
H11 2.462 0.017 6.783
F1 -2.343 2.506 5.854
H12 -4.823 -3.670 -7.646
H13 -7.895 -2.156 -4.570
H14 3.630 -3.430 -1.322
C6 1.348 -3.211 -0.898
C7 5.585 2.045 1.414
C8 1.400 -0.376 -0.790
H15 2.634 3.351 1.775
H16 -8.805 -1.308 -3.303
C9 2.670 -4.132 -1.315
O1 -5.495 -1.307 -3.894
C10 0.625 -0.126 0.633
H17 -5.354 -2.023 -8.012
Br2 0.826 7.016 2.812
C11 -0.345 2.110 4.453
H18 -2.038 -0.186 2.350
O2 2.939 -5.226 -0.370
F2 -1.367 4.469 5.147
O3 3.107 2.124 5.319
C12 0.414 3.900 2.757
H19 2.542 5.941 4.915
C13 -4.657 -2.615 -7.409
P1 -5.051 -0.898 -5.450
H20 5.806 1.270 2.271
H21 3.175 -1.982 0.617
H22 -2.771 -1.596 1.346
H23 -0.644 -2.169 0.594
H24 -2.717 1.622 -3.091
H25 2.497 -1.782 -2.205
C14 1.527 -0.092 1.985
H26 6.196 1.659 0.470
C15 -1.668 3.121 4.630
H27 -2.526 -2.770 -7.062
H28 3.959 0.986 0.359
I1 0.471 -1.662 3.209
F3 0.273 2.334 5.749
N1 3.318 -2.280 3.046
C16 2.045 -0.222 5.689
P2 3.118 -1.207 1.805
H29 3.989 2.790 0.042
C17 1.483 -1.757 -1.567
C18 3.023 2.286 2.167
O4 -0.514 1.888 2.053
C19 1.833 1.342 2.807
H30 4.208 -2.089 3.553
H31 -7.714 -2.647 -2.900
F4 -1.299 -0.935 -0.919
H32 -2.826 0.156 0.667
H33 -6.935 0.188 -3.766
O5 -1.222 1.892 -0.431
H34 2.430 -1.339 5.505
C20 0.520 2.311 3.077
H35 3.299 4.430 4.153
O6 -6.501 -0.676 -5.945
C21 -0.735 -0.981 0.503
F5 -1.092 0.799 4.542
H36 -2.977 -2.504 -8.764
C22 2.260 4.871 4.459
C23 -3.220 -2.248 -7.727
O7 -3.430 -1.146 -4.898
C24 -6.703 -0.796 -3.344
H37 2.508 0.070 -0.823
H38 0.649 -1.750 -2.429
C25 1.146 5.059 3.325
S2 2.757 0.866 4.423
O8 4.263 0.442 4.204
H39 -3.053 -1.174 -7.596
S3 6.170 3.791 1.752
O9 -4.940 -2.444 -6.033
H40 4.664 -4.465 0.738
H41 4.367 -0.498 1.856
C26 -2.730 0.047 -4.574
H42 -3.485 0.111 -2.544
F6 -2.713 2.999 3.618
H43 -6.543 -0.645 -2.271
O10 1.023 2.646 -0.138
H44 1.773 4.333 5.408
H45 5.061 -5.054 -1.046
H46 0.396 -3.841 -1.249

Results
**Total charge**: 0
**Electronic energy**: -9746.792036 Ha

=====

Computed, not measured: an isolated ion of composition C14H29NO4P and charge +1 at a distorted geometry, with ωB97M-V with the def2-TZVPD basis set.

Geometry (Å):
C1 0.257 2.654 2.173
C2 0.736 -0.918 3.217
H1 -2.089 -2.663 1.381
C3 0.389 0.930 -2.828
O1 1.395 -1.586 2.119
H2 -0.055 -2.869 3.754
H3 -0.892 -1.521 4.504
C4 -3.100 -0.987 0.465
C5 1.629 -1.972 -0.474
C6 0.088 -1.888 4.201
H4 1.523 -0.367 3.725
H5 1.590 0.182 -0.377
H6 0.679 -1.997 5.104
H7 -0.791 -1.507 -3.594
H8 -0.592 -0.294 -1.460
H9 -1.215 2.765 -2.247
N1 1.280 0.531 -3.968
C7 -0.302 2.842 -1.652
C8 1.545 -0.592 -1.141
H10 0.989 1.848 2.142
C9 -0.567 2.457 -0.198
C10 -1.969 -1.589 1.291
H11 -3.347 0.017 0.799
H12 0.711 -2.313 -2.974
H13 -0.340 4.291 0.914
H14 1.491 -2.803 -1.158
C11 0.182 3.341 0.806
O2 0.766 2.094 -2.244
H15 -2.810 -0.936 -0.583
H16 -1.637 2.559 -0.012
H17 1.879 1.157 -4.494
C12 0.331 -0.378 -2.029
H18 0.481 3.350 2.974
H19 1.184 3.536 0.423
H20 -0.709 2.188 2.375
C13 1.119 -0.708 -4.219
H21 1.612 -1.213 -5.039
O3 -0.706 -1.276 0.643
H22 0.036 -0.173 2.844
O4 0.210 -3.639 1.144
H23 2.629 -2.074 -0.051
P1 0.541 -2.227 0.941
H24 -1.965 -1.126 2.274
H25 2.442 -0.457 -1.754
H26 -0.292 1.417 -0.015
H27 -0.594 1.037 -3.313
C14 0.221 -1.374 -3.220
H28 0.014 3.882 -1.694
H29 -3.975 -1.628 0.523

Results
**Total charge**: +1
**Electronic energy**: -1247.738642 Ha

=====

Computed, not measured: a 3-piece molecular cluster, CH7O2S overall, with ωB97M-V with the def2-TZVPD basis set.

Geometry (Å):
H1 -1.325 -0.319 -2.338
S1 -0.793 0.063 0.735
H2 1.011 -1.564 1.043
O1 -0.468 -0.035 -2.685
H3 -0.073 0.480 -1.968
H4 0.009 -1.923 -0.352
O2 1.024 2.732 1.228
H5 -0.583 -2.300 1.295
H6 1.061 1.878 0.742
C1 -0.013 -1.607 0.687
H7 0.149 2.595 1.613

Results
**Total charge**: -1
**Electronic energy**: -591.004723 Ha

=====

Computed, not measured: C3H2LiO3Sn as an isolated structure at a distorted geometry, with ωB97M-V with the def2-TZVPD basis set.

Geometry (Å):
C1 -0.167 0.415 0.614
H1 -0.266 2.560 0.655
Sn1 0.178 -3.016 -1.809
Li1 -0.488 -0.754 2.245
C2 0.044 1.687 0.050
C3 -0.096 -1.877 -0.136
O1 0.015 1.942 -1.303
O2 -0.335 -2.227 1.034
O3 -0.034 -0.578 -0.433
H2 1.149 1.848 -0.918

Results
**Total charge**: 0
**Multiplicity**: 2
**Electronic energy**: -562.883560 Ha

=====

Computed, not measured: C14H41AsN2OSi3V as an isolated structure at a distorted geometry, with ωB97M-V with the def2-TZVPD basis set.

Geometry (Å):
H1 0.722 -4.311 1.816
H2 -0.516 -3.632 2.879
H3 1.776 3.647 -1.917
C1 0.758 -2.175 1.868
H4 1.737 0.140 -3.665
H5 0.492 3.439 0.808
Si1 0.159 -1.290 -2.384
H6 -3.281 2.096 0.657
H7 4.428 1.340 2.305
C2 2.431 2.084 2.609
H8 2.254 2.048 -1.330
Si2 -2.821 -0.145 -0.299
C3 1.877 -2.412 4.049
H9 0.959 -2.996 -0.811
H10 0.374 2.273 2.755
N1 1.069 1.537 2.803
H11 2.500 -0.474 -2.190
H12 -0.576 4.489 -0.121
H13 -4.855 0.012 -1.598
C4 0.026 -3.473 1.941
H14 1.626 2.235 -2.966
O1 1.950 -2.053 2.664
C5 1.820 -0.727 -3.007
H15 3.393 0.282 3.257
H16 1.277 -3.309 4.184
H17 -3.680 1.181 -2.212
C6 -3.798 0.165 -1.837
H18 -0.702 -3.521 1.133
C7 -3.279 1.071 1.036
H19 -1.260 3.161 0.824
H20 -2.575 -2.606 -0.357
H21 0.995 1.130 3.731
H22 -0.654 -1.741 -4.645
H23 3.529 -0.701 1.153
V1 0.931 -0.427 1.374
As1 -0.468 0.116 -0.562
C8 -1.081 -1.250 -3.766
C9 3.415 0.952 2.396
H24 1.442 -1.601 4.640
H25 -4.146 -2.129 0.293
H26 3.202 0.690 0.359
C10 0.304 -3.001 -1.684
H27 -1.105 3.742 -3.112
H28 -1.573 2.055 -3.357
H29 2.275 -1.540 -3.580
H30 2.417 2.727 1.727
H31 2.762 2.695 3.450
Si3 -0.216 2.358 -1.300
H32 -4.276 0.862 1.433
H33 -2.424 3.047 -2.165
H34 0.709 -3.685 -2.435
H35 -3.531 -0.526 -2.635
H36 -2.566 1.010 1.862
H37 -2.694 -2.010 1.304
H38 -1.349 -0.229 -4.049
H39 2.892 -2.607 4.385
C11 -1.447 2.835 -2.604
H40 -0.668 -3.388 -1.368
C12 1.520 2.584 -1.938
C13 -3.081 -1.885 0.290
C14 -0.415 3.455 0.198
H41 -1.995 -1.783 -3.498
N2 3.007 0.169 1.210

Results
**Total charge**: +1
**Multiplicity**: 3
**Electronic energy**: -4790.871179 Ha

=====

Computed, not measured: C34H37BrCl5EuN6O3Te as an isolated structure at a distorted geometry, with ωB97M-V with the def2-TZVPD basis set.

Geometry (Å):
C1 11.055 10.839 14.066
H1 16.076 13.051 14.244
C2 8.973 14.520 10.623
C3 19.703 9.457 9.875
C4 11.116 11.934 11.852
H2 15.716 9.168 14.964
N1 14.807 13.068 12.661
H3 18.458 10.956 12.839
H4 21.316 12.034 10.776
O1 13.562 10.558 11.403
C5 21.074 11.132 11.290
H5 17.600 15.552 11.038
H6 14.302 13.702 12.055
Te1 16.950 8.133 10.829
H7 9.814 13.096 13.043
C6 13.474 9.793 13.636
C7 15.621 13.777 13.653
C8 12.949 10.528 12.599
N2 17.745 13.973 12.317
N3 17.250 13.286 9.467
Cl1 12.875 14.599 5.241
H8 13.241 8.726 15.485
Eu1 16.404 11.260 11.041
C9 9.800 13.388 10.897
H9 13.215 11.267 10.789
O2 14.691 9.299 13.199
H10 16.200 15.315 12.278
H11 17.711 13.049 15.001
H12 17.370 7.997 7.669
Cl2 12.685 14.889 10.586
Cl3 15.145 10.750 8.166
N4 17.797 11.311 13.570
H13 9.428 14.361 7.262
H14 21.835 8.863 9.748
H15 21.534 7.144 8.258
Br1 10.731 9.821 16.751
H16 18.855 14.637 9.187
O3 18.767 11.252 10.995
H17 17.554 10.504 14.143
H18 8.464 15.967 9.075
C10 15.530 8.563 14.084
C11 11.637 10.112 15.051
H19 14.279 12.436 13.172
H20 10.014 11.283 14.303
C12 11.736 11.133 12.921
C13 14.083 12.845 6.868
H21 8.652 15.313 11.335
H22 19.341 14.300 13.761
H23 19.262 15.204 11.420
C14 14.259 12.255 8.125
C15 18.856 13.511 13.197
C16 9.517 14.125 8.296
H24 17.873 10.090 9.009
H25 10.890 12.464 7.867
C17 20.661 7.703 8.514
Cl4 12.244 16.188 7.906
H26 15.021 14.550 14.201
C18 13.773 12.766 9.318
C19 10.467 12.685 9.916
C20 12.856 9.489 14.802
C21 8.890 14.932 9.264
C22 10.319 13.020 8.587
C23 18.391 12.494 14.248
C24 13.315 14.078 9.145
C25 19.415 7.481 7.898
C26 18.470 13.925 9.921
N5 10.135 12.849 12.137
H27 19.267 12.232 14.782
H28 19.262 13.202 9.979
H29 17.452 12.841 8.576
H30 16.479 8.528 13.509
C27 16.661 14.677 12.991
C28 18.335 8.231 8.158
C29 13.402 14.082 6.794
H31 16.540 14.004 9.274
N6 11.322 11.776 10.556
H32 19.653 13.082 12.546
H33 17.010 15.407 13.764
C30 20.777 8.659 9.426
H34 20.913 11.439 12.312
C31 18.349 9.184 9.311
H35 19.391 6.695 7.175
H36 15.185 7.572 14.284
H37 21.909 10.490 11.449
Cl5 14.474 12.071 5.381
C32 18.299 14.748 11.146
C33 19.806 10.533 10.724
C34 13.073 14.746 7.972

Results
**Total charge**: -1
**Multiplicity**: 8
**Electronic energy**: -7725.416855 Ha

=====

Computed, not measured: C25H41LaN3P2 as an isolated structure at a distorted geometry, with ωB97M-V with the def2-TZVPD basis set.

Geometry (Å):
H1 0.712 -0.339 -5.594
C1 3.982 -1.210 -3.822
C2 -2.553 2.645 0.589
C3 -1.419 2.090 4.105
N1 1.657 -1.573 5.891
H2 1.689 -3.197 -4.839
H3 0.233 1.329 5.241
H4 -0.453 -2.969 -5.747
H5 4.329 -1.499 -4.825
H6 2.063 0.804 -5.289
C4 -2.590 1.276 4.071
C5 0.942 -1.372 4.875
H7 0.132 -5.148 -4.436
H8 -3.984 -0.614 2.498
C6 1.782 -0.265 -5.360
C7 1.562 -2.787 -3.818
C8 1.316 -1.262 7.128
H9 0.144 3.111 5.167
P1 -0.238 -2.995 -3.283
C9 -3.188 1.408 2.788
H10 -0.146 2.698 -0.674
H11 2.238 2.960 0.211
C10 -2.335 2.275 2.017
C11 2.559 0.922 -0.073
H12 2.374 -0.717 -6.177
C12 -0.189 3.665 2.437
H13 -3.465 -0.666 4.575
H14 2.164 -3.397 -3.120
C13 -1.273 2.722 2.852
H15 3.285 0.946 0.747
C14 0.755 2.380 -1.244
H16 -0.444 4.745 2.492
H17 1.061 3.261 -1.850
H18 -3.612 0.572 5.795
H19 -5.190 0.635 2.682
H20 -0.762 -1.853 -1.088
H21 2.357 -0.325 -1.773
H22 1.505 -2.351 -0.242
H23 -1.964 3.535 0.316
C15 -0.448 2.192 5.230
C16 -1.016 -2.558 -4.895
H24 -2.059 -0.189 5.618
H25 -4.323 0.558 1.139
C17 -0.268 -4.818 -3.464
H26 1.332 0.920 -2.761
H27 4.435 -0.241 -3.575
N2 0.226 -1.204 3.920
H28 4.330 -1.952 -3.097
H29 0.954 -1.088 0.874
P2 2.172 -1.057 -3.757
C18 1.197 -1.277 -0.207
H30 0.106 3.484 1.395
N3 1.123 -1.047 8.267
H31 -1.305 -5.172 -3.359
C19 0.003 -1.052 -1.121
La1 -1.421 -0.333 2.601
C20 -2.919 0.183 5.035
H32 -3.611 2.882 0.365
C21 -0.388 0.108 -1.710
H33 -2.033 -2.976 -4.912
H34 -1.474 0.289 -1.803
H35 0.710 3.537 3.050
H36 3.325 -1.005 -0.467
C22 -4.199 0.453 2.232
C23 2.406 -0.428 -0.668
H37 -2.252 1.832 -0.103
H38 -1.084 -1.470 -4.990
H39 -0.220 1.713 -3.056
H40 -0.946 2.227 6.209
C24 1.881 2.054 -0.303
H41 0.330 -5.261 -2.660
C25 0.402 1.257 -2.249

Results
**Total charge**: +1
**Electronic energy**: -1855.428340 Ha